Formula: C8H8
Source: OMol25
Level of theory: the ωB97M-V functional and the def2-TZVPD basis

CARTESIAN COORDINATES (ANGSTROEM)
C1 -0.9273 -1.3841 0.5429
C2 -0.7793 -0.8307 1.8422
C3 -0.0318 0.3598 1.7743
C4 1.1707 1.3259 -0.5596
C5 0.8498 0.7893 -1.8165
C6 -0.0343 -0.3609 -1.7446
C7 0.0704 -0.7631 -0.2789
C8 0.1182 0.7121 0.2999
H1 -1.3858 -2.3781 0.4103
H2 -1.2633 -1.3508 2.6774
H3 0.0862 0.9311 2.6772
H4 1.3346 2.4903 -0.5300
H5 0.9917 1.3414 -2.7115
H6 -0.5114 -0.9896 -2.4958
H7 1.1630 -1.0186 -0.0422
H8 -0.8515 1.1261 -0.0452

Force components x, y, z for each atom (eV/Å):
C 1.22 -2.05 2.73
C -0.46 -0.30 -1.40
C -1.83 -0.22 -0.43
C -1.38 3.18 -0.76
C -1.87 -1.54 0.07
C 3.02 0.20 1.12
C -0.39 1.27 -2.95
C 0.80 -0.34 2.53
H -0.11 0.85 -0.33
H 0.42 0.75 0.04
H 0.73 0.41 -0.05
H 0.26 -2.49 0.18
H 0.53 0.15 -0.82
H 0.27 0.56 -0.09
H -1.85 -0.41 -0.44
H 0.63 -0.03 0.60

Its charge is 0. The energy above the lowest of the compared OMol25 structures with the same formula, charge and spin is 594.22 kJ/mol. The value obtained for the maximum force is 3.625 eV Å⁻¹. As for the total energy: -8418.8619 eV. The calculation puts the frontier orbital gap at 4.44 eV.